C4H9NO2 | ωB97M-V/def2-TZVPD

CARTESIAN COORDINATES (ANGSTROEM)
C: 1.55265 0.96687 -1.29054
C: -0.73771 0.92500 2.38317
C: -0.12152 -1.88063 -0.30056
C: -0.25346 -1.41366 -1.49689
O: 1.09550 1.10469 -0.19278
O: -1.41016 0.69633 1.16980
N: -0.25270 -1.11343 -2.67248
H: -0.82012 -0.35913 -3.03178
H: 1.27221 1.61570 -2.13386
H: 2.29529 0.19224 -1.53209
H: -0.40470 -0.01908 2.84043
H: 0.13008 1.57835 2.24474
H: -1.44751 1.41080 3.05506
H: -0.78243 -2.63907 0.07107
H: 0.63978 -1.51308 0.36971
H: -0.75519 0.44810 0.51699

Output
Energy relative to the best compared isomer or geometry (same formula, charge and spin) = 90.0 kcal per mole
Kohn-Sham gap = 9.76 eV
LUMO = 0.5 eV
SMILES = C=C=N.C=O.CO
Net charge = 0
HOMO level = -9.24 eV

C4H10N2 | ωB97M-V/def2-TZVPD

CARTESIAN COORDINATES (ANGSTROEM)
C: -0.35286 1.02247 -0.81818
C: 1.48925 -0.75025 -0.06905
C: -0.61578 -0.32403 -0.21072
C: -1.21250 -0.38511 1.16026
N: 1.01774 1.09916 -1.39767
N: 1.92594 0.51114 -0.48921
H: -1.04266 1.27516 -1.62423
H: -0.41203 1.80619 -0.05342
H: 1.72684 -1.03969 0.94269
H: 1.59875 -1.52734 -0.81225
H: -0.97672 -1.07827 -0.90065
H: -1.06157 -1.36686 1.60676
H: -2.29052 -0.20662 1.11777
H: -0.76984 0.37378 1.80368
H: 1.04055 0.52625 -2.24087
H: 2.03344 1.15819 0.29107

Output
Energy relative to the best compared isomer or geometry (same formula, charge and spin) = 67.3 kcal per mole
Kohn-Sham gap = 9.17 eV
LUMO = 1.2 eV
Net charge = 0
HOMO level = -8.01 eV

C25H46BNP2Re | ωB97M-V/def2-TZVPD

CARTESIAN COORDINATES (ANGSTROEM)
Re: -0.02041 -0.02974 0.16842
C: -0.47521 0.42154 2.15586
C: -1.58874 -0.24817 1.53122
C: 0.25812 -1.67084 1.44039
C: 0.66588 -0.45376 2.09316
C: -1.13267 -1.54137 1.09543
C: -0.49793 1.74534 2.84501
H: -1.35451 2.34512 2.52667
H: 0.41881 2.31138 2.64786
H: -0.56355 1.62175 3.93558
C: 2.00327 -0.18852 2.70354
H: 2.13779 0.87932 2.88992
H: 2.81884 -0.52312 2.05488
H: 2.11304 -0.71351 3.66150
C: 1.10007 -2.88991 1.23476
H: 1.18277 -3.47729 2.15974
H: 2.11862 -2.63825 0.91903
H: 0.66407 -3.54120 0.47166
C: -1.98127 -2.62254 0.50833
H: -2.30697 -3.32915 1.28654
H: -1.42859 -3.20405 -0.23900
H: -2.87851 -2.20557 0.04024
C: -2.99483 0.25100 1.43461
H: -3.61252 -0.18073 2.23611
H: -3.45109 -0.04646 0.48132
H: -3.03660 1.34205 1.52345
C: -1.03691 6.03571 -4.14986
C: -2.02320 6.29486 -3.28377
C: -3.50171 6.36080 -3.55728
C: -4.00952 5.53710 -4.76213
C: -3.63710 4.07927 -4.73642
C: -2.51325 3.51689 -5.19396
C: -1.35883 4.18234 -5.89226
C: -1.17102 5.68881 -5.60758
H: -3.81847 7.40823 -3.71735
H: -3.68076 6.02327 -5.68811
H: -4.02535 6.03489 -2.64197
H: -1.98432 6.24676 -6.08659
H: 0.00152 6.16635 -3.81378
H: -1.75618 6.61592 -2.26982
H: -0.24641 6.00248 -6.11990
H: -0.43925 3.63629 -5.61566
H: -2.43345 2.42270 -5.16872
H: -1.45573 4.06356 -6.98701
H: -5.10972 5.60537 -4.75712
H: -4.43334 3.42215 -4.35985
P: -0.16983 2.24359 -0.98764
P: -0.49324 -0.61042 -2.27631
C: -0.34462 2.13830 -2.83572
C: 0.08775 0.77360 -3.35797
H: 0.26079 2.94350 -3.27549
H: -1.38737 2.36547 -3.10139
H: -0.27663 0.59150 -4.37722
H: 1.18152 0.68395 -3.37196
C: 0.31293 -2.14469 -2.82215
H: -0.09225 -3.00663 -2.27593
H: 1.39407 -2.10033 -2.63561
H: 0.12042 -2.27605 -3.89706
C: -2.26050 -0.80638 -2.66297
H: -2.42092 -0.76358 -3.75005
H: -2.84163 -0.01057 -2.18244
H: -2.60718 -1.77410 -2.27959
C: 1.33328 3.21728 -0.65802
H: 1.50913 3.29907 0.42241
H: 1.20302 4.22684 -1.07634
H: 2.19903 2.70855 -1.10121
C: -1.56738 3.26726 -0.42453
H: -2.49070 2.67507 -0.44054
H: -1.69445 4.14559 -1.07654
H: -1.38418 3.59613 0.60672
B: 4.38925 -0.84344 -0.85483
C: 2.96571 -0.26699 -0.97494
N: 1.87090 0.17008 -1.06410
H: 4.39432 -1.72501 -0.00835
H: 5.12011 0.06800 -0.51366
H: 4.73727 -1.27844 -1.94261

Output
⟨S²⟩ = 3.768
Energy relative to the best compared isomer or geometry (same formula, charge and spin) = 0.0 kcal per mole
Kohn-Sham gap (spin up / spin down) = 7.35 / 4.25 eV
LUMO (spin up / spin down) = -6.1 / -9.2 eV
Spin multiplicity = 4
Net charge = +2
HOMO level (spin up / spin down) = -13.42 / -13.42 eV

C15H13ClInO2 | ωB97M-V/def2-TZVPD

CARTESIAN COORDINATES (ANGSTROEM)
C: -5.11216 -0.06365 3.70944
In: -3.43431 1.07488 2.92655
Cl: -3.51277 3.31182 3.97988
H: -5.26733 -0.92674 3.05579
H: -4.95377 -0.42374 4.72780
H: -6.02057 0.54245 3.70059
H: -1.86542 0.37053 3.34825
H: -3.57335 1.34253 1.20255
C: 2.92573 0.13023 2.28937
C: 1.57114 0.20305 2.59869
C: 0.61783 0.09110 1.60129
C: 1.02820 -0.09024 0.28448
C: 2.38628 -0.15462 -0.03232
C: 3.33537 -0.04785 0.97920
C: 2.84345 -0.32507 -1.43875
O: 4.02086 -0.40229 -1.72509
C: 1.79142 -0.38950 -2.50244
C: 2.18717 -0.50718 -3.83073
C: 1.23529 -0.56887 -4.83308
C: -0.11837 -0.51583 -4.51588
C: -0.51883 -0.40092 -3.19626
C: 0.43483 -0.33640 -2.18744
C: -0.02667 -0.20998 -0.76887
O: -1.19808 -0.20003 -0.47791
H: 3.66456 0.21823 3.07627
H: 1.25032 0.35199 3.62191
H: -0.44143 0.14970 1.82595
H: 4.38271 -0.10194 0.71341
H: 3.24598 -0.54710 -4.04930
H: 1.54530 -0.65720 -5.86678
H: -0.86083 -0.56321 -5.30253
H: -1.56256 -0.35416 -2.91403

Output
Kohn-Sham gap = 6.07 eV
LUMO = 1.1 eV
Net charge = -1
HOMO level = -4.92 eV

C17H34MnOP2 | ωB97M-V/def2-TZVPD

CARTESIAN COORDINATES (ANGSTROEM)
P: -0.14668 -1.94016 -1.75078
P: 0.33876 1.91898 -1.64466
C: -0.40705 -0.59817 -2.99102
C: 0.50660 0.64623 -2.97539
H: -1.47422 -0.33153 -3.02396
H: -0.18541 -1.13146 -3.93521
H: 1.56346 0.34827 -3.06905
H: 0.24320 1.19413 -3.89961
C: -1.29667 2.58944 -2.07612
H: -1.64053 3.26034 -1.28862
H: -2.02537 1.77937 -2.15112
H: -1.22561 3.13023 -3.02342
C: 1.55744 3.18929 -2.11389
H: 1.24996 3.70436 -3.03088
H: 2.54328 2.72760 -2.25207
H: 1.64709 3.92223 -1.30244
C: -1.28794 -3.24159 -2.34461
H: -1.32754 -4.05786 -1.61383
H: -0.94606 -3.62820 -3.30603
H: -2.30454 -2.83511 -2.42631
C: 1.52562 -2.49647 -2.15214
H: 2.20676 -1.63974 -2.17040
H: 1.49570 -2.98408 -3.13025
H: 1.87244 -3.19166 -1.38326
Mn: 1.65125 0.06573 4.08203
C: 0.46476 1.80052 0.18286
C: -0.96888 1.49164 0.53968
C: -1.63613 0.33066 -0.00414
C: -1.65853 -1.10671 0.61433
C: -0.55711 -1.99005 0.09377
C: 0.82812 -1.72069 0.46617
C: 1.50475 -0.50686 0.01574
C: 1.51808 0.87018 0.77958
C: 0.46476 -1.60726 4.31856
H: 0.78595 2.80243 0.47917
H: -1.38418 2.10759 1.26391
H: -1.16427 0.16193 -1.00554
H: -2.70762 0.63700 -0.13943
H: -1.61376 -1.11571 1.69235
H: -2.60910 -1.56062 0.32774
H: -0.84840 -3.05025 0.22788
H: 1.36434 -2.41853 1.01838
H: 0.96874 -0.27286 -0.94155
H: 2.54080 -0.78415 -0.25931
H: 1.39400 0.78948 1.83922
H: 2.50774 1.30012 0.57464
H: 1.13774 -1.70684 5.14569
H: 0.56752 -2.41610 3.59640
H: -0.56968 -1.54181 4.66889
C: -1.18665 1.39528 5.03528
C: 0.21290 1.35585 4.48164
O: 1.12614 2.17412 4.41799
H: -1.91974 1.72054 4.27438
H: -1.25163 2.08139 5.89646
H: -1.44463 0.37955 5.37227

Output
⟨S²⟩ = 8.844
Energy relative to the best compared isomer or geometry (same formula, charge and spin) = 95.0 kcal per mole
Kohn-Sham gap (spin up / spin down) = 4.59 / 4.60 eV
LUMO (spin up / spin down) = 0.3 / 0.3 eV
Spin multiplicity = 6
Net charge = 0
HOMO level (spin up / spin down) = -4.28 / -4.29 eV